No. 1
A structure of composition C10H10BF2IrN2O5S in a non-equilibrium geometry, computed with ωB97M-V/def2-TZVPD.

```
32
Properties=species:S:1:pos:R:3:forces:R:3:mulliken_charge:R:1
Ir -1.805 0.596 -0.515 0.9 -2.3 3.1 1.840
N -1.841 0.343 1.972 0.1 0.7 -2.0 -0.515
C -2.696 -0.694 2.542 -0.6 -0.7 0.4 -0.521
C -2.577 -2.032 1.856 -0.3 0.3 -1.6 -0.613
C -3.430 -2.072 0.459 0.3 -2.4 5.7 0.545
O -4.279 -2.913 0.460 -0.7 0.0 -1.3 -0.537
O -3.047 -1.234 -0.365 1.2 4.2 -4.0 -0.775
H -0.846 0.169 2.156 0.0 0.1 -0.2 0.244
H -2.080 1.250 2.366 0.1 0.0 -0.1 0.262
H -3.737 -0.357 2.532 0.2 0.1 0.0 0.377
H -2.435 -0.868 3.600 0.1 0.4 -0.2 0.406
H -2.978 -2.839 2.469 0.0 0.1 -0.1 0.305
H -1.556 -2.249 1.547 0.3 -0.1 0.3 0.329
F -4.279 2.480 -0.400 0.5 -1.2 0.3 -0.153
B -3.001 2.436 -0.739 -0.4 0.4 0.0 0.403
F -2.591 3.577 -1.239 1.1 -0.7 0.0 -0.148
O 1.229 0.421 1.669 -0.2 0.0 -0.5 -0.705
C 1.288 0.286 0.461 2.0 0.8 1.9 0.759
N 0.227 -0.016 -0.307 -4.0 0.8 -2.0 -0.468
S 0.541 0.004 -1.955 1.9 -1.1 0.4 1.170
O -0.279 1.116 -2.407 -1.4 0.6 0.3 -0.683
O 0.304 -1.271 -2.531 0.0 0.0 -0.2 -0.526
C 2.289 0.311 -1.741 -0.7 0.0 0.2 0.411
C 3.305 0.279 -2.666 0.0 0.0 -0.3 -0.634
C 4.610 0.355 -2.190 -0.2 0.0 -0.2 -0.498
C 4.864 0.469 -0.831 -0.1 0.0 0.3 -0.533
C 3.831 0.495 0.100 -0.2 -0.1 -0.2 -0.584
C 2.530 0.393 -0.374 -0.2 0.0 0.2 0.058
H 3.097 0.176 -3.720 0.0 0.0 -0.1 0.465
H 5.431 0.306 -2.889 0.0 0.0 0.0 0.419
H 5.882 0.519 -0.477 0.1 0.0 0.0 0.415
H 4.031 0.566 1.158 -0.1 0.0 0.1 0.485
```
Positions in Å, forces in eV/Å.

Output
- HOMO (alpha / beta): -13.07 / -12.70 eV
- Relative energy (zero: lowest compared OMol25 entry of this formula, charge and spin): 5.0650 eV
- Orbital gap (alpha / beta): 5.47 / 5.23 eV
- Multiplicity: 2
- Net charge: +1
- Expectation value of S²: 0.780

No. 2
A cluster of 2 separate species, C5H14N2 in total in a non-equilibrium geometry, computed with ωB97M-V/def2-TZVPD.

```
21
Properties=species:S:1:pos:R:3:forces:R:3:mulliken_charge:R:1
C 0.315 -1.284 1.479 0.9 0.9 -1.2 -0.813
C 1.012 -0.229 0.490 -0.2 -1.3 1.0 0.276
C 2.505 -0.519 0.391 -0.2 0.1 0.0 -1.451
N -1.077 -1.074 1.755 -1.2 0.3 -1.0 -0.678
H -1.202 -0.202 2.259 0.0 -0.1 0.0 0.268
H -1.628 -0.964 0.856 0.8 -0.2 1.5 0.356
H 0.877 -1.260 2.418 0.0 -0.2 -0.1 0.402
H 0.429 -2.276 1.021 0.1 0.1 0.2 0.338
H 0.858 0.784 0.873 -0.2 0.0 0.0 0.273
H 0.565 -0.319 -0.500 -0.1 0.1 0.1 0.007
H 2.673 -1.528 0.018 0.0 -0.1 0.0 0.334
H 2.981 -0.442 1.369 0.1 0.0 0.0 0.353
H 2.995 0.175 -0.289 0.1 0.0 0.0 0.377
C -0.996 1.720 -1.956 -0.2 -0.1 0.0 -0.996
C -1.803 1.017 -0.916 0.2 -0.1 -0.1 0.110
N -2.154 -0.192 -0.885 -0.4 -0.3 -0.1 -0.652
H -1.864 -0.747 -1.691 0.1 0.3 -0.1 0.205
H -2.085 1.611 -0.054 -0.1 0.2 0.2 0.374
H -0.666 1.030 -2.727 0.1 0.0 -0.1 0.291
H -1.602 2.501 -2.408 0.0 0.2 -0.1 0.353
H -0.131 2.198 -1.503 0.1 0.0 0.1 0.274
```
Positions in Å, forces in eV/Å.

Output
- Structure (SMILES): [H]/N=C\C.CCCN
- HOMO: -8.50 eV
- Relative energy (zero: lowest compared OMol25 entry of this formula, charge and spin): 1.0584 eV
- Orbital gap: 9.43 eV
- Multiplicity: 1

No. 3
A cluster of 2 separate species, C2H8N2O in total in a non-equilibrium geometry, computed with ωB97M-V/def2-TZVPD.

```
13
Properties=species:S:1:pos:R:3:forces:R:3:mulliken_charge:R:1
C 0.674 -0.645 -0.542 0.9 0.5 0.2 -0.433
C 1.520 0.097 0.407 0.2 -0.1 -0.4 -0.175
N -1.505 -0.005 -0.247 -0.3 0.0 0.4 -0.396
N 0.676 1.280 0.282 0.1 -0.4 0.0 -0.672
O -2.520 -0.566 0.608 0.2 0.4 -0.2 -0.432
H -2.015 -0.897 1.364 -0.1 0.0 -0.2 0.313
H -1.941 0.099 -1.159 -0.2 0.0 0.2 0.218
H 1.089 1.917 -0.399 0.1 -0.2 -0.1 0.151
H -1.117 0.905 0.107 -0.4 -0.8 -0.2 0.374
H 0.795 -0.437 -1.596 0.0 0.2 0.1 0.272
H 0.279 -1.627 -0.324 -0.5 0.3 0.2 0.272
H 1.504 -0.313 1.420 0.0 0.0 -0.1 0.231
H 2.563 0.193 0.078 -0.1 0.1 0.1 0.279
```
Positions in Å, forces in eV/Å.

Output
- HOMO (alpha / beta): -7.37 / -8.01 eV
- Relative energy (zero: lowest compared OMol25 entry of this formula, charge and spin): 6.8484 eV
- Orbital gap (alpha / beta): 7.63 / 8.44 eV
- Multiplicity: 1

No. 4
A cluster of 6 separate species, C33H75N3O9 in total in a non-equilibrium geometry, computed with ωB97M-V/def2-TZVPD.

```
120
Properties=species:S:1:pos:R:3:forces:R:3:mulliken_charge:R:1
C 2.440 3.219 -3.879 0.0 -0.6 -0.3 -0.418
C 1.236 3.572 -4.721 0.1 0.6 -0.4 -0.515
O 0.355 2.464 -4.866 -0.1 0.0 0.1 -0.432
O 2.050 2.829 -2.592 0.3 0.1 0.4 -0.519
H 3.131 4.058 -3.794 -0.1 0.1 0.0 0.353
H 2.980 2.393 -4.371 0.1 0.1 -0.1 0.247
H 1.534 3.963 -5.705 0.1 -0.2 0.1 0.346
H 0.694 4.392 -4.246 -0.3 -0.3 0.2 0.212
H 0.764 1.835 -5.469 0.0 0.0 0.0 0.286
H 1.519 2.024 -2.653 -0.3 0.1 0.2 0.341
C -1.341 -2.272 -4.325 -0.7 0.7 0.8 0.347
C -2.114 -1.081 -4.845 1.0 0.2 -1.1 -0.312
O -3.241 -0.904 -4.018 -0.1 0.0 -0.1 -0.575
O -2.185 -3.407 -4.203 0.3 -0.1 -0.4 -0.573
H -1.001 -1.962 -3.330 0.4 -0.3 -0.1 -0.221
H -0.491 -2.467 -4.971 0.1 -0.3 0.0 0.345
H -2.322 -1.226 -5.919 -0.7 -0.2 0.3 0.395
H -1.449 -0.202 -4.871 -0.1 0.0 0.5 0.083
H -3.730 -0.128 -4.305 0.0 0.0 0.0 0.287
H -3.027 -3.072 -3.874 0.0 0.0 0.0 0.348
C 0.347 -0.225 -1.215 0.1 0.5 -0.1 0.503
C 1.693 -0.729 -1.657 0.2 -0.6 -0.2 0.307
O 1.537 -1.265 -2.971 0.1 0.1 0.0 -0.805
O -0.017 0.918 -2.000 0.1 -0.5 0.0 -0.449
H 0.358 0.061 -0.165 0.0 0.2 0.0 -0.837
H -0.404 -1.006 -1.363 0.0 -0.1 0.2 0.130
H 2.069 -1.492 -0.964 -0.1 0.0 -0.1 -0.312
H 2.444 0.066 -1.704 -0.2 0.2 0.2 0.661
H 1.935 -2.147 -2.998 -0.1 0.0 0.1 0.232
H -0.042 0.569 -2.901 -0.2 0.3 -0.1 0.241
C 2.043 -6.270 -1.572 0.5 0.4 0.6 -1.577
C 1.908 -4.725 -1.401 -0.4 -1.3 0.0 0.996
C 2.206 -4.394 0.058 0.0 0.1 0.4 -0.890
C 3.688 -4.362 0.398 -0.3 0.5 -0.1 -0.734
C 4.470 -3.505 -0.598 0.6 -0.2 1.0 -1.329
C 4.222 -3.813 -2.064 0.9 -0.9 0.0 1.297
N 2.790 -3.975 -2.283 -0.5 1.3 0.1 2.201
O 2.480 -4.156 -3.646 0.0 -0.2 0.0 -0.535
C 4.726 -2.636 -2.871 -0.9 0.9 -0.1 -1.744
C 5.031 -5.061 -2.476 -0.4 -0.1 -0.1 -1.847
C 0.455 -4.332 -1.690 0.3 0.5 0.1 -2.027
H 1.162 -6.740 -1.140 -0.1 -0.2 -0.4 0.499
H 2.884 -6.641 -0.978 0.1 0.0 -0.2 0.382
H 2.230 -6.571 -2.602 -0.4 -0.2 0.0 0.175
H 1.736 -3.442 0.330 0.2 0.1 -0.2 -0.319
H 1.709 -5.131 0.697 -0.1 0.0 -0.2 0.483
H 4.106 -5.368 0.456 0.0 0.0 -0.1 0.385
H 3.799 -3.904 1.384 0.1 -0.2 0.1 0.454
H 5.521 -3.687 -0.338 0.1 0.0 -0.5 0.398
H 4.363 -2.436 -0.386 -0.5 0.0 -0.1 0.390
H 5.720 -2.309 -2.576 0.2 -0.4 -0.1 0.438
H 4.640 -2.795 -3.944 0.3 -0.1 0.0 0.387
H 4.067 -1.791 -2.644 0.1 0.0 -0.1 0.228
H 4.871 -5.897 -1.794 0.2 0.0 0.1 0.316
H 4.718 -5.391 -3.471 0.1 0.0 0.0 0.319
H 6.087 -4.805 -2.534 0.1 -0.1 0.1 0.494
H -0.215 -4.842 -1.000 0.0 -0.1 0.0 0.570
H 0.152 -4.522 -2.717 0.0 -0.1 0.0 0.502
H 0.369 -3.257 -1.506 -0.2 -0.1 -0.1 0.053
H 2.563 -5.099 -3.853 0.1 0.0 0.0 0.282
C 1.289 -1.306 2.857 -0.3 0.0 0.3 -1.612
C -0.022 -0.775 3.467 -0.3 0.0 -0.6 1.999
C -0.849 -1.915 4.070 0.7 -0.3 0.1 -1.227
C -0.317 -2.404 5.412 -0.3 0.0 -0.1 -0.716
C -0.090 -1.242 6.377 0.0 -1.0 0.6 -1.203
C 0.611 -0.002 5.809 0.2 -0.3 1.3 1.516
N 0.125 0.259 4.478 -0.9 0.3 -0.1 0.462
O 0.663 1.464 3.945 0.3 -0.4 0.0 -0.494
C 0.214 1.174 6.695 -0.7 1.0 0.2 -2.016
C 2.125 -0.188 5.965 0.7 1.1 -0.9 -1.668
C -0.868 -0.188 2.338 0.3 -0.4 -0.6 -2.654
H 1.796 -0.543 2.268 0.1 0.1 0.1 0.386
H 1.051 -2.145 2.201 0.1 0.0 0.0 0.275
H 1.933 -1.654 3.660 0.2 -0.1 -0.2 0.228
H -1.880 -1.577 4.165 -0.1 0.0 0.1 0.447
H -0.813 -2.753 3.369 -0.3 0.1 -0.1 0.406
H 0.579 -3.021 5.296 0.1 0.2 -0.2 0.301
H -1.070 -3.088 5.815 0.1 0.0 0.2 0.431
H 0.537 -1.623 7.191 0.0 0.2 0.0 0.355
H -1.027 -1.011 6.892 -0.1 0.4 -0.4 0.431
H 0.546 2.119 6.261 0.2 -0.1 0.0 0.402
H -0.874 1.262 6.796 0.0 -0.2 -0.2 0.427
H 0.581 1.157 7.723 0.3 -0.4 -0.1 0.403
H 2.443 -0.205 7.005 -0.2 -0.5 0.1 0.459
H 2.527 -1.016 5.386 0.0 -0.3 0.3 0.334
H 2.630 0.708 5.571 -0.2 -0.1 -0.1 0.353
H -1.888 0.038 2.646 0.1 0.3 0.2 0.631
H -0.949 -0.926 1.532 0.0 0.0 0.1 0.418
H -0.362 0.671 1.900 -0.2 0.1 0.1 0.636
H -0.122 2.014 3.864 0.1 0.2 0.0 0.364
C -4.042 7.012 -0.858 -0.6 0.0 -0.7 -1.945
C -3.841 5.932 0.194 -0.2 0.7 1.0 1.660
C -5.220 5.539 0.739 -0.4 -0.8 -0.1 -1.337
C -5.273 4.181 1.469 0.1 0.8 -0.6 -0.573
C -4.690 3.129 0.538 -0.1 0.3 0.3 -1.355
C -3.249 3.443 0.101 -0.3 -1.2 0.7 2.205
N -3.202 4.789 -0.430 -0.6 -0.2 -1.0 0.208
O -1.971 5.123 -1.017 0.1 0.0 0.2 -0.398
C -2.303 3.197 1.305 -0.5 1.2 0.1 -1.575
C -2.880 2.430 -0.979 1.9 1.0 -0.8 -2.396
C -3.029 6.521 1.365 0.7 -0.1 0.0 -1.617
H -4.422 7.938 -0.423 0.4 0.1 0.2 0.404
H -4.829 6.721 -1.564 0.2 -0.3 0.0 0.406
H -3.148 7.169 -1.455 0.1 0.2 0.2 0.356
H -5.632 6.307 1.397 0.3 0.2 -0.1 0.393
H -5.922 5.462 -0.100 0.1 0.0 0.0 0.387
H -6.335 4.004 1.648 0.1 -0.3 0.3 0.389
H -4.742 4.246 2.421 -0.1 -0.2 0.1 0.332
H -5.336 3.094 -0.344 0.1 -0.1 -0.1 0.407
H -4.684 2.144 1.009 -0.1 0.0 -0.1 0.410
H -2.363 2.168 1.641 0.3 -0.1 -0.1 0.140
H -1.290 3.532 1.070 0.2 -0.5 -0.1 0.495
H -2.617 3.832 2.139 0.0 -0.2 0.1 0.253
H -3.510 2.468 -1.865 -0.4 -0.3 0.3 0.514
H -1.897 2.743 -1.367 -0.2 0.0 0.0 0.481
H -2.618 1.438 -0.617 -0.8 -0.2 0.2 0.287
H -3.043 5.872 2.241 -0.1 0.0 0.0 0.360
H -3.359 7.515 1.666 -0.3 -0.1 -0.1 0.436
H -1.977 6.645 1.079 -0.1 0.0 0.0 0.326
H -1.320 5.202 -0.303 0.0 0.0 0.0 0.331
```
Positions in Å, forces in eV/Å.

Output
- Structure (SMILES): CC1(C)CCCC(C)(C)N1O.CC1(C)CCCC(C)(C)N1O.CC1(C)CCCC(C)(C)N1O.OCCO.OCCO.OCCO
- HOMO: -8.12 eV
- Relative energy (zero: lowest compared OMol25 entry of this formula, charge and spin): 0.0673 eV
- Orbital gap: 8.67 eV
- Multiplicity: 1

No. 5
An isolated molecule of C7H15N in a non-equilibrium geometry, computed with ωB97M-V/def2-TZVPD.

```
23
Properties=species:S:1:pos:R:3:forces:R:3:mulliken_charge:R:1
C -1.262 2.282 -0.828 -0.2 1.5 0.1 -1.036
C -2.077 1.997 0.426 0.0 -0.5 0.1 -0.288
C -2.052 0.545 0.944 0.1 0.1 -0.5 -0.703
C -0.732 -0.159 1.175 -1.1 0.0 -0.4 -0.326
C 0.270 -0.304 0.313 0.6 -0.5 0.6 -0.305
N 1.420 -1.076 0.630 -0.3 -0.2 -0.5 -0.390
C 2.390 -1.191 -0.449 0.3 0.5 -0.2 -0.575
C 2.017 -2.157 -1.578 -0.1 -0.4 0.3 -1.013
H -1.749 1.976 -1.751 0.2 -0.5 0.0 0.289
H -1.126 3.374 -0.942 -0.3 -0.3 0.1 0.343
H -0.240 1.949 -0.716 0.0 -0.4 -0.2 0.259
H -1.707 2.631 1.235 -0.1 0.1 0.0 0.262
H -3.148 2.206 0.282 0.4 0.3 -0.1 0.283
H -2.550 0.597 1.902 -0.3 -0.2 0.3 0.334
H -2.690 -0.080 0.302 0.1 0.1 0.0 0.295
H -0.791 -0.779 2.065 0.7 0.1 0.1 0.310
H 0.310 0.138 -0.672 -0.1 0.2 0.1 0.316
H 1.150 -2.011 0.911 0.0 0.1 0.3 0.274
H 2.567 -0.199 -0.864 -0.2 0.2 0.1 0.334
H 3.349 -1.436 0.005 0.0 -0.3 -0.1 0.387
H 2.059 -1.735 -2.572 0.4 0.2 -0.2 0.301
H 0.985 -2.476 -1.483 -0.3 -0.1 0.2 0.339
H 2.625 -3.060 -1.528 0.0 0.0 -0.2 0.310
```
Positions in Å, forces in eV/Å.

Output
- Structure (SMILES): CCC/C=C/NCC
- HOMO: -7.96 eV
- Relative energy (zero: lowest compared OMol25 entry of this formula, charge and spin): 1.2791 eV
- Orbital gap: 9.06 eV
- Multiplicity: 1